[1]
16
Properties=species:S:1:pos:R:3:mulliken_charge:R:1 method="wB97M-V/def2-TZVPD" orbital_gap_ev="6.72 / 8.61" spin_multiplicity=1 fmax_ev_per_a=3.2 e_above_lowest_kcal_mol=156.5 charge=+1 total_energy_ha=-665.04287
H 3.09536 -1.74240 0.07536 0.264
H -0.39482 2.02227 -0.51326 0.317
H -1.75720 -2.59901 0.41709 0.277
H -2.27153 -0.62843 -0.66284 0.393
C -1.24815 -0.85765 -0.50524 -0.297
C -0.85878 0.21023 0.68562 -0.616
N 0.50172 0.45464 0.36015 0.079
C 1.29555 -0.53378 0.63761 0.133
H -0.61903 -0.48437 -1.39747 0.305
H 1.15313 1.75955 -1.38358 0.342
S 2.99407 -0.38707 0.47683 -0.059
N -1.22331 -2.18854 -0.32635 -0.458
H -1.47276 1.13170 0.60313 0.369
C 0.66095 1.70780 -0.38518 -0.857
H 1.04808 2.49865 0.28090 0.409
H -0.90327 -0.36357 1.63726 0.399

=====

[2]
16
Properties=species:S:1:pos:R:3:mulliken_charge:R:1 method="wB97M-V/def2-TZVPD" orbital_gap_ev=8.65 spin_multiplicity=1 fmax_ev_per_a=4.2 e_above_lowest_kcal_mol=134.8 total_energy_ha=-321.87555
C 1.03376 -0.90115 0.54921 0.253
N -0.20042 -1.19787 0.76132 -0.230
H 3.51004 0.65218 -0.58803 0.208
C -1.45793 0.73400 -0.12653 -0.794
N 2.60290 0.30164 -0.38113 0.027
H -0.85598 -0.94135 -1.18855 0.247
H -2.06051 1.19196 -0.94771 0.323
H 1.60826 -1.28041 -1.60669 0.300
N 2.04381 0.86507 0.73233 -0.584
H 2.77602 0.93043 1.43622 0.186
C -1.26446 -0.74791 -0.13837 -0.526
H -1.94319 0.94114 0.89040 0.246
H -0.62718 -1.07918 1.70515 0.288
C 1.73924 -0.73848 -0.59005 -0.476
H -2.23016 -1.26647 0.12336 0.324
H -0.35362 1.35450 -0.22518 0.209

=====

[3]
16
Properties=species:S:1:pos:R:3:mulliken_charge:R:1 method="wB97M-V/def2-TZVPD" orbital_gap_ev=9.98 spin_multiplicity=1 fmax_ev_per_a=6.2 e_above_lowest_kcal_mol=70.1 smiles=C[C@H](N)N(C)C#N total_energy_ha=-321.97861
N -0.52044 0.42135 -0.52054 -0.269
H -1.82822 1.96903 0.32307 0.330
H -0.35140 2.63376 -0.75751 0.346
C 0.89409 -1.56273 -0.78040 -1.261
N -2.32489 -1.20138 -0.23783 -0.507
H 1.68719 0.57689 -0.28484 0.345
H -0.02824 -1.92641 -0.57623 0.406
H 0.01548 -1.04483 1.45732 0.359
C 0.79370 -0.18087 -0.10917 -0.136
H 1.70265 -2.15344 -0.34898 0.357
N 0.85430 -0.39296 1.29322 -0.570
C -0.78031 2.12355 0.05141 -0.737
H 1.07337 -1.55071 -1.89161 0.282
C -1.59621 -0.34006 -0.31339 0.555
H 0.71118 0.55400 1.70418 0.265
H -0.30226 2.07482 0.99133 0.236

=====

[4]
16
Properties=species:S:1:pos:R:3:mulliken_charge:R:1 method="wB97M-V/def2-TZVPD" orbital_gap_ev=9.43 spin_multiplicity=1 fmax_ev_per_a=4.3 e_above_lowest_kcal_mol=55.4 total_energy_ha=-322.00203
C 1.23289 -0.88399 0.44058 -1.207
N -0.05772 1.27860 0.03694 -0.317
H -2.11815 -0.14928 -0.72061 0.285
H 1.23516 0.45456 -2.28034 0.217
H 0.13918 -0.80726 -2.48711 0.241
H 2.15939 -0.31254 0.53419 0.327
H 1.44642 -1.76070 -0.17609 0.370
C -1.26141 -0.41964 -0.09408 -0.542
H 0.70441 1.90794 0.24855 0.250
N -1.45341 0.90040 2.07440 -0.645
N 0.32881 0.07357 -2.02217 -0.568
H -1.33799 -1.45541 0.23103 0.255
C 0.07740 0.05445 -0.65811 0.344
H -1.13195 1.78157 2.46348 0.244
H 0.95008 -1.25261 1.42356 0.363
C -0.91312 0.59033 0.98576 0.384